Formula: C3H8N2OS
Source: the OMol25 dataset
Level of theory: the ωB97M-V functional and the def2-TZVPD basis

CARTESIAN COORDINATES (ANGSTROEM)
C 0.352 1.078 -0.523
C 1.370 0.919 0.644
C -0.892 -0.944 -0.081
N -0.897 0.364 -0.124
N -2.234 -1.349 0.098
O 1.909 -1.342 -0.611
S 2.736 -0.261 0.212
H 0.095 2.195 -0.790
H 0.936 0.707 -1.355
H 1.755 1.847 0.900
H 0.808 0.601 1.487
H 1.157 -1.768 -0.222
H -1.757 0.784 -0.090
H -2.509 -2.308 0.074
H -2.828 -0.524 0.381

Properties
Energy ... -701.94207 a.u.
Maximum force ... 4.33 eV/Å
HOMO level ... -8.0 eV
Lowest unoccupied orbital energy ... 0.0335 hartree
Energy above the lowest of the compared OMol25 structures with the same formula, charge and spin ... 85.0 kcal per mole
HOMO-LUMO gap ... 9.0 eV